No. 1
Below is 3 unconnected molecules or ions with the total composition C6H19NO3, with properties calculated with wB97M-V/def2-TZVPD.

Calculated values
Gap between HOMO and LUMO (eV): 9.88
Maximum force (eV Å⁻¹): 4.22
E_LUMO (eV): 0.66
Calculated total energy (eV): -14160.71522
ΔE to the lowest compared entry with this formula, charge and spin (kJ/mol): 228.3

```
! wB97M-V def2-TZVPD RIJCOSX def2/J DEFGRID3
* xyz 0 1
C -1.23 -1.53 -1.59
C 0.26 -1.41 -1.21
N 0.47 -0.20 -0.29
C -0.01 -0.64 1.08
C -0.76 0.50 1.75
C 1.89 0.24 -0.20
C 1.95 1.70 -0.77
O 2.55 2.72 -0.01
H -1.62 -2.54 -1.73
H -1.75 -1.06 -0.74
H -1.64 -0.84 -2.38
H 0.87 -2.21 -0.87
H 0.65 -1.04 -2.17
H 0.79 -1.00 1.72
H -0.65 -1.49 0.92
H -1.59 0.87 1.11
H -0.13 1.40 1.90
H -1.07 0.15 2.73
H 2.30 0.02 0.75
H 2.44 -0.37 -0.94
H 0.95 1.90 -1.16
H 2.47 1.68 -1.75
H 1.98 2.86 0.76
O -2.67 -3.38 0.83
H -2.72 -2.89 1.67
H -1.78 -3.01 0.70
O -0.87 3.32 0.26
H -0.27 3.83 -0.29
H -0.82 2.41 -0.12
*
```

***

No. 2
Below is a molecular structure, C40H43N5O7Ti, with properties calculated with wB97M-V/def2-TZVPD.

Calculated values
Gap between HOMO and LUMO (eV): 5.82
Maximum force (eV Å⁻¹): 1.57
E_LUMO (eV): -1.03
Calculated total energy (eV): -87077.82971
ΔE to the lowest compared entry with this formula, charge and spin (kJ/mol): 49.8

```
! wB97M-V def2-TZVPD RIJCOSX def2/J DEFGRID3
* xyz 0 1
Ti -0.38 -0.25 -0.25
O -2.57 -3.14 2.60
C -2.05 -2.45 1.59
O -1.30 -1.52 1.73
C -2.45 -3.00 0.24
O -2.10 -2.12 -0.81
C -3.18 -1.21 -1.11
C -3.31 -0.27 0.08
O -4.31 -0.29 0.78
O -2.23 0.40 0.30
H -2.16 -2.81 3.41
H -3.52 -3.22 0.25
H -1.91 -3.94 0.10
H -4.10 -1.77 -1.29
H -2.86 -0.67 -2.00
C 0.35 -1.10 -4.08
N 0.26 -2.08 -3.01
C -0.64 -3.16 -3.34
C 1.54 -2.53 -2.56
C 2.36 -3.22 -3.46
C 3.58 -3.76 -3.09
C 3.97 -3.63 -1.76
C 3.16 -2.95 -0.86
C 1.94 -2.35 -1.23
N 1.18 -1.64 -0.26
C 1.24 -2.32 1.01
C 0.74 -3.63 1.05
C 0.58 -4.34 2.22
C 0.94 -3.73 3.42
C 1.51 -2.47 3.40
C 1.71 -1.75 2.21
N 2.38 -0.51 2.23
C 2.57 0.09 3.54
C 3.60 -0.45 1.45
H 0.70 -1.54 -5.03
H 1.03 -0.30 -3.80
H -0.63 -0.66 -4.26
H -0.30 -3.75 -4.21
H -1.63 -2.75 -3.58
H -0.75 -3.83 -2.49
H 2.01 -3.34 -4.47
H 4.19 -4.29 -3.80
H 4.90 -4.05 -1.42
H 3.50 -2.89 0.16
H 0.46 -4.07 0.10
H 0.18 -5.34 2.20
H 0.81 -4.25 4.36
H 1.83 -2.04 4.34
H 3.27 -0.46 4.18
H 1.61 0.18 4.06
H 2.98 1.09 3.40
H 3.99 0.57 1.47
H 4.38 -1.12 1.85
H 3.41 -0.72 0.42
N -0.50 0.58 -1.74
C -0.82 1.63 -2.56
C -1.92 1.57 -3.43
C -2.28 2.64 -4.23
C -1.53 3.81 -4.22
C -0.42 3.88 -3.39
C -0.07 2.82 -2.57
H -2.50 0.65 -3.47
H -3.14 2.55 -4.89
H -1.80 4.64 -4.86
H 0.18 4.78 -3.37
H 0.79 2.90 -1.92
C -4.05 1.48 3.92
O -2.81 2.10 3.55
C -2.75 2.65 2.31
C -3.84 2.86 1.48
C -3.64 3.42 0.23
C -2.37 3.78 -0.20
C -1.28 3.60 0.64
C -1.48 3.04 1.89
N -0.47 2.95 2.89
C 0.83 3.05 2.81
C 1.67 2.90 1.67
C 2.87 3.65 1.63
C 3.73 3.54 0.58
C 3.44 2.61 -0.45
C 2.33 1.81 -0.39
C 1.41 1.91 0.68
O 0.41 1.11 0.82
H -4.83 2.23 4.05
H -3.86 0.98 4.87
H -4.34 0.75 3.16
H -4.83 2.55 1.78
H -4.49 3.55 -0.43
H -2.21 4.18 -1.19
H -0.29 3.89 0.32
H -0.86 2.93 3.82
H 1.31 3.28 3.75
H 3.08 4.35 2.43
H 4.63 4.14 0.53
H 4.12 2.51 -1.28
H 2.13 1.06 -1.15
*
```

***

No. 3
Below is 2 unconnected molecules or ions with the total composition C5H14, with properties calculated with wB97M-V/def2-TZVPD.

Calculated values
Gap between HOMO and LUMO (eV): 12.20
Maximum force (eV Å⁻¹): 2.27
E_LUMO (eV): 1.14
Calculated total energy (eV): -5411.29702
ΔE to the lowest compared entry with this formula, charge and spin (kJ/mol): 72.6

```
! wB97M-V def2-TZVPD RIJCOSX def2/J DEFGRID3
* xyz 0 1
C -1.24 0.81 -0.07
C -1.38 1.41 1.36
C -1.62 0.25 2.34
H -2.11 0.33 -0.51
H -0.38 0.15 -0.07
H -1.12 1.68 -0.74
H -0.39 1.74 1.70
H -1.99 2.28 1.24
H -2.62 0.17 2.74
H -1.33 -0.71 1.91
H -0.99 0.27 3.24
C 1.55 -0.89 -2.34
C 2.25 -1.22 -0.99
H 1.25 -1.86 -2.73
H 2.19 -0.36 -3.04
H 0.72 -0.22 -2.16
H 2.31 -2.29 -0.79
H 1.66 -0.75 -0.21
H 3.23 -0.76 -0.90
*
```

***

No. 4
Below is a gas-phase ion, C28H27N4O3 (charge +1), with properties calculated with wB97M-V/def2-TZVPD.

Calculated values
Gap between HOMO and LUMO (eV): 5.65
Maximum force (eV Å⁻¹): 4.79
E_LUMO (eV): -3.72
Calculated total energy (eV): -41567.01976

```
! wB97M-V def2-TZVPD RIJCOSX def2/J DEFGRID3
* xyz 1 1
C 1.47 2.96 2.56
O 2.23 1.96 1.87
C 2.97 2.26 0.79
C 3.22 3.56 0.29
C 4.08 3.70 -0.81
C 4.69 2.61 -1.43
C 4.39 1.32 -0.95
O 4.88 0.15 -1.42
C 5.84 0.13 -2.49
C 3.51 1.17 0.11
N 3.27 -0.15 0.62
C 4.24 -0.94 1.24
C 3.62 -2.00 1.79
N 2.25 -1.84 1.55
C 1.24 -2.77 2.04
C 2.06 -0.75 0.78
C 0.83 -0.19 0.27
O 0.79 1.01 -0.09
C -0.32 -1.05 0.22
C -1.62 -0.48 0.21
C -2.71 -1.20 0.97
C -3.48 -0.56 1.96
C -4.43 -1.28 2.72
C -4.66 -2.63 2.43
C -3.91 -3.26 1.42
C -2.91 -2.56 0.75
C -1.95 -0.43 -1.46
C -0.85 0.14 -2.19
N 0.14 0.39 -2.77
N -3.24 -0.01 -2.04
C -4.29 -0.87 -2.08
C -5.54 -0.48 -2.52
C -5.82 0.85 -2.84
C -4.77 1.74 -2.75
C -3.49 1.31 -2.37
H 1.03 2.46 3.43
H 2.13 3.76 2.91
H 0.69 3.38 1.90
H 2.77 4.43 0.77
H 4.30 4.69 -1.18
H 5.36 2.73 -2.28
H 6.06 -0.93 -2.63
H 5.43 0.55 -3.43
H 6.73 0.70 -2.19
H 5.28 -0.67 1.24
H 4.02 -2.84 2.35
H 1.71 -3.36 2.83
H 0.39 -2.22 2.45
H 0.91 -3.44 1.25
H -0.15 -2.12 0.23
H -1.70 0.61 0.15
H -3.29 0.50 2.13
H -4.99 -0.75 3.49
H -5.45 -3.15 2.97
H -4.13 -4.30 1.19
H -2.26 -3.09 0.05
H -1.84 -1.56 -1.50
H -4.02 -1.88 -1.68
H -6.32 -1.24 -2.55
H -6.85 1.17 -3.06
H -4.92 2.80 -2.95
H -2.62 1.96 -2.27
*
```